1.
Here is a structure of composition C35H46FZr from OMol25. Energies are from wB97M-V/def2-TZVPD.

Atoms and positions in Å:
C1 -2.263 -0.727 -1.521
C2 -2.265 0.460 -0.605
C3 -3.215 1.567 -0.626
C4 -4.064 1.922 -1.774
C5 -3.269 2.103 0.688
C6 -4.200 3.148 1.149
C7 -2.339 1.406 1.501
C8 -2.273 1.430 2.992
C9 -1.665 0.448 0.706
C10 -0.625 -0.521 1.146
Zr1 -0.252 1.547 -0.938
C11 1.479 -1.722 -1.443
C12 -0.665 1.606 -3.112
C13 1.182 3.346 -1.238
C14 1.493 3.990 -2.549
C15 0.022 3.683 -0.404
C16 -1.093 4.641 -0.716
C17 0.368 3.166 0.919
C18 -0.149 3.770 2.169
C19 1.523 2.316 0.818
C20 2.228 1.582 1.927
C21 2.023 2.423 -0.520
C22 3.303 1.856 -1.045
H1 -3.052 -0.632 -2.269
H2 -1.325 -0.884 -2.077
H3 -2.437 -1.652 -0.949
H4 -5.008 1.359 -1.762
H5 -4.327 2.984 -1.786
H6 -3.564 1.692 -2.724
H7 -5.000 2.774 1.795
H8 -3.671 3.907 1.731
H9 -4.673 3.642 0.311
H10 -2.614 0.449 3.378
H11 -1.244 1.576 3.376
H12 0.224 3.234 3.046
H13 -0.433 -0.468 2.208
H14 -0.978 -1.523 0.943
H15 0.346 -0.456 0.631
H16 1.927 -0.828 -2.008
H17 1.963 -1.824 -0.449
H18 0.500 -1.862 -1.881
H19 -1.177 2.552 -3.293
H20 0.244 1.627 -3.708
H21 -1.301 0.833 -3.541
H22 2.541 4.312 -2.582
H23 1.336 3.292 -3.375
H24 0.863 4.877 -2.711
H25 -0.670 5.407 -1.362
H26 -1.976 4.225 -1.225
H27 -1.446 5.100 0.211
H28 0.118 4.832 2.280
H29 -1.236 3.709 2.142
H30 -2.916 2.215 3.408
H31 3.310 1.775 1.895
H32 1.856 1.913 2.907
H33 2.101 0.485 1.892
H34 4.047 1.785 -0.248
H35 3.136 0.852 -1.444
H36 3.700 2.495 -1.843
F1 5.247 -5.556 1.122
C23 4.272 -5.488 0.161
C24 4.198 -6.506 -0.782
C25 3.225 -6.389 -1.785
C26 2.329 -5.333 -1.771
C27 2.367 -4.348 -0.777
C28 1.202 -3.406 -0.689
C29 0.466 -3.480 0.655
C30 -0.878 -3.862 0.646
C31 -1.636 -3.836 1.801
C32 -1.028 -3.502 3.028
C33 0.327 -3.174 3.039
C34 1.084 -3.192 1.872
C35 3.429 -4.381 0.154
H37 4.895 -7.325 -0.761
H38 3.128 -7.124 -2.566
H39 1.526 -5.322 -2.527
H40 0.512 -3.661 -1.493
H41 -1.354 -4.167 -0.300
H42 -2.693 -4.119 1.767
H43 -1.627 -3.510 3.945
H44 0.804 -2.962 3.990
H45 2.147 -2.984 1.945
H46 3.615 -3.583 0.887

The calculation puts the calculated total energy at -41033.034 eV. The total charge is -1. As for the HOMO-LUMO gap: 3.7 eV. As for the HOMO energy: -1.00 eV.

Atomic partial charges in e from the Mulliken method, atoms 1 to 4: atom 1 (C): -0.920, atom 2 (C): -0.651, atom 3 (C): 1.629, atom 4 (C): -1.939



2.
Here is a cluster of 2 separate species, C7H19N3O4P in total from OMol25. Energies are from wB97M-V/def2-TZVPD.

Atoms and positions in Å:
C1 -2.756 -1.079 1.922
C2 -1.888 2.728 -1.230
C3 0.541 -2.670 0.114
C4 3.135 -1.250 -1.414
C5 -2.075 0.091 1.224
C6 -0.909 0.521 -0.815
C7 1.298 -0.348 -0.161
N1 -0.840 1.922 -0.620
N2 1.103 -1.448 0.628
N3 1.842 -0.567 -1.440
O1 0.832 1.435 1.848
O2 3.282 0.863 1.255
O3 1.902 2.239 -0.363
O4 -1.940 -0.201 -0.148
P1 1.877 1.105 0.827
H1 -2.865 -0.865 2.983
H2 -3.738 -1.254 1.488
H3 -2.164 -1.983 1.804
H4 -2.898 2.519 -0.844
H5 -1.665 3.784 -1.068
H6 -1.890 2.532 -2.305
H7 -0.465 -2.853 0.501
H8 0.481 -2.591 -0.969
H9 1.174 -3.523 0.384
H10 3.559 -1.229 -2.417
H11 3.830 -0.774 -0.714
H12 2.992 -2.287 -1.114
H13 -1.093 0.294 1.672
H14 -2.697 0.994 1.358
H15 -0.980 0.250 -1.867
H16 -0.754 2.116 0.375
H17 0.825 -1.176 1.561
H18 0.971 2.346 -0.613
H19 1.974 0.358 -1.842

The calculation puts the calculated total energy at -29518.197 eV. The total charge is -1. As for the HOMO-LUMO gap (alpha / beta): 6.2 / 6.2 eV. As for the HOMO energy (alpha / beta): -2.81 / -2.81 eV.

Atomic partial charges in e from the Mulliken method, atoms 1 to 4: atom 1 (C): -1.390, atom 2 (C): -1.063, atom 3 (C): -0.970, atom 4 (C): -0.955



3.
Here is an isolated molecule of CH3BrN2O from OMol25. Energies are from wB97M-V/def2-TZVPD.

Atoms and positions in Å:
O1 -2.218 -2.445 -0.217
N1 -1.428 -1.742 0.395
N2 -0.779 -0.891 -0.331
C1 0.481 0.027 0.317
Br1 2.161 -0.767 -0.078
H1 -0.835 -0.861 -1.355
H2 0.283 -0.004 1.381
H3 0.382 1.007 -0.131

As for the SMILES: O=NNCBr. The calculation puts the calculated total energy at -76152.806 eV. The total charge is 0. As for the HOMO-LUMO gap: 10.0 eV. As for the HOMO energy: -9.46 eV.

Atomic partial charges in e from the Mulliken method, atoms 1 to 4: atom 1 (O): -0.492, atom 2 (N): -0.004, atom 3 (N): 0.075, atom 4 (C): -0.343



Energy above the lowest of the compared OMol25 structures with the same formula, charge and spin in kcal/mol, matching the order above: 66.7 0.0 9.2